This record from OMol25 describes a cluster of 12 separate species, C45H99O21P3 in total in a non-equilibrium geometry. The level of theory is ωB97M-V/def2-TZVPD.

Calculated values
HOMO-LUMO gap = 9.75 eV
SMILES = COP(=O)(OC)OC.COP(=O)(OC)OC.COP(=O)(OC)OC.C1CCOC1.C1CCOC1.C1CCOC1.C1CCOC1.C1CCOC1.C1CCOC1.C1CCOC1.C1CCOC1.C1CCOC1
Electronic energy = -4378.122970 Ha
Highest occupied orbital energy = -0.335 hartree

Atoms and positions in Å:
C 14.462 13.896 19.308
O 14.720 12.524 19.199
P 13.893 11.505 18.314
O 13.020 12.128 17.310
O 15.003 10.446 17.836
C 16.162 10.729 16.995
O 13.061 10.584 19.268
C 13.709 10.086 20.438
H 14.039 14.286 18.385
H 15.399 14.426 19.569
H 13.756 14.064 20.206
H 15.910 11.330 16.177
H 16.495 9.810 16.669
H 16.930 11.221 17.521
H 13.037 10.280 21.252
H 14.610 10.664 20.639
H 14.009 9.087 20.549
C 19.535 12.638 16.193
O 19.674 12.201 17.523
P 19.239 13.216 18.682
O 17.974 13.869 18.288
O 19.259 12.258 19.946
C 18.055 12.289 20.746
O 20.424 14.193 19.047
C 20.630 15.444 18.356
H 18.560 12.338 15.772
H 20.347 12.283 15.552
H 19.637 13.710 16.169
H 17.568 11.324 20.739
H 17.373 13.133 20.477
H 18.451 12.493 21.772
H 21.471 15.947 18.872
H 19.758 16.029 18.511
H 20.901 15.206 17.307
C 11.355 15.116 17.896
O 12.163 16.170 17.357
P 12.053 17.614 17.871
O 12.688 18.551 16.919
O 10.500 17.908 18.158
C 9.851 18.874 17.312
O 12.778 17.508 19.306
C 12.736 18.797 19.997
H 10.348 15.405 17.900
H 11.694 14.996 18.953
H 11.497 14.251 17.238
H 10.411 19.249 16.505
H 9.398 19.664 17.930
H 9.000 18.414 16.813
H 13.752 19.043 20.334
H 12.047 18.656 20.838
H 12.296 19.576 19.381
C 18.332 14.426 11.286
C 17.663 15.243 10.170
C 17.652 14.332 8.985
O 17.465 13.012 9.493
C 18.055 12.953 10.802
H 18.002 14.640 12.339
H 19.419 14.684 11.275
H 18.189 16.214 10.012
H 16.630 15.558 10.471
H 18.674 14.433 8.530
H 16.893 14.613 8.215
H 19.013 12.456 10.775
H 17.372 12.488 11.586
C 10.056 18.176 13.088
C 9.313 16.754 13.087
C 10.252 15.897 14.044
O 11.003 16.819 14.733
C 11.342 17.869 13.861
H 9.523 18.971 13.652
H 10.196 18.499 12.055
H 9.247 16.220 12.176
H 8.305 16.772 13.453
H 10.843 15.420 13.308
H 9.763 15.269 14.759
H 12.172 17.671 13.111
H 11.694 18.769 14.432
C 12.031 8.251 15.006
C 13.323 7.776 15.777
C 14.433 8.248 14.823
O 13.825 9.274 14.029
C 12.567 9.598 14.607
H 11.130 8.323 15.598
H 11.880 7.657 14.112
H 13.369 6.657 15.902
H 13.462 8.364 16.739
H 14.830 7.433 14.196
H 15.227 8.768 15.357
H 11.938 10.057 13.805
H 12.628 10.292 15.459
C 11.270 11.384 9.737
C 9.995 12.117 9.811
C 10.219 13.023 11.019
O 10.732 12.092 12.041
C 11.559 11.171 11.249
H 12.103 11.866 9.292
H 11.152 10.402 9.259
H 9.198 11.424 10.106
H 9.784 12.524 8.872
H 9.377 13.601 11.398
H 10.971 13.801 10.719
H 11.271 10.204 11.586
H 12.600 11.331 11.517
C 9.735 10.768 16.716
C 9.427 11.154 15.268
C 9.820 12.624 15.170
O 9.549 13.112 16.450
C 9.743 12.107 17.443
H 10.733 10.226 16.800
H 8.895 10.158 17.082
H 8.419 10.959 14.927
H 9.976 10.497 14.609
H 9.189 13.237 14.529
H 10.848 12.817 14.903
H 8.874 12.089 18.134
H 10.644 12.277 18.029
C 16.409 19.316 16.712
C 15.889 17.862 16.610
C 17.116 16.987 17.078
O 18.020 17.857 17.716
C 17.343 19.098 17.903
H 15.648 20.046 16.908
H 17.050 19.554 15.812
H 15.458 17.520 15.633
H 15.091 17.735 17.364
H 17.513 16.563 16.127
H 16.787 16.166 17.699
H 18.130 19.811 18.053
H 16.677 18.927 18.833
C 13.491 14.499 9.496
C 13.920 15.898 9.927
C 14.042 16.722 8.663
O 13.156 16.101 7.693
C 12.628 14.928 8.283
H 12.941 14.025 10.221
H 14.401 13.933 9.235
H 14.836 15.858 10.574
H 13.061 16.183 10.671
H 15.115 16.698 8.269
H 13.678 17.814 8.755
H 12.576 14.150 7.531
H 11.591 15.168 8.645
C 16.239 9.708 8.633
C 15.821 10.107 7.206
C 14.269 10.380 7.452
O 13.931 9.908 8.723
C 15.101 10.026 9.531
H 17.155 10.147 8.934
H 16.375 8.659 8.580
H 15.951 9.290 6.527
H 16.335 10.967 6.768
H 13.635 9.858 6.740
H 14.152 11.496 7.437
H 15.075 9.264 10.356
H 15.143 11.070 9.905
C 14.448 15.143 13.902
C 13.902 13.964 13.146
C 14.636 12.712 13.723
O 15.778 13.285 14.406
C 15.391 14.510 14.906
H 13.748 15.913 14.337
H 15.059 15.656 13.207
H 14.202 14.026 12.070
H 12.801 13.780 13.199
H 14.994 12.130 12.880
H 13.986 12.203 14.415
H 16.311 15.061 15.151
H 14.797 14.269 15.842